DFT (ωB97M-V/def2-TZVPD) results for a structure of composition C3H4IN.

Summary:
Kohn-Sham gap in Ha: 0.337

Atoms and positions in Å:
C  -0.34  -0.60  0.03
H  -1.63  0.57  -1.25
C  -1.60  -0.42  -0.79
H  1.52  -0.09  0.91
C  0.67  0.26  0.36
N  -2.57  -1.27  -1.02
H  0.65  1.31  0.09
H  -0.22  -1.63  0.38
I  -4.09  -0.73  -2.22



DFT (ωB97M-V/def2-TZVPD) results for a structure of composition C6H9ErO4.

Summary:
⟨S²⟩: 3.75
Kohn-Sham gap (alpha / beta) in Ha: 0.246 / 0.252
Multiplicity: 4
Net charge: +2

Atoms and positions in Å:
C  -0.19  -0.69  -1.06
C  -2.41  -0.89  -0.37
H  1.37  -6.52  4.35
C  -0.30  -0.64  -2.38
H  0.58  -0.90  -2.98
C  0.39  -5.09  1.76
O  1.29  -5.70  2.49
H  -3.18  -0.19  -0.74
H  2.27  -8.19  2.69
O  -2.64  -2.07  -0.16
H  -1.22  -0.35  -2.88
O  0.83  -4.37  0.82
Er  -1.46  -3.94  0.44
H  -0.23  -6.60  3.56
C  1.19  -8.09  2.87
C  0.85  -6.72  3.40
O  -1.25  -0.32  -0.22
H  0.71  -0.96  -0.50
H  0.65  -8.29  1.93
H  0.89  -8.85  3.60



DFT (ωB97M-V/def2-TZVPD) results for a cluster of 6 separate species, C36H30F6 in total.

Summary:
SMILES string: Fc1ccccc1.Fc1ccccc1.Fc1ccccc1.Fc1ccccc1.Fc1ccccc1.Fc1ccccc1
Kohn-Sham gap in Ha: 0.359

Atoms and positions in Å:
H  -1.28  1.83  2.98
C  3.22  2.61  -2.06
C  -4.58  -2.71  2.18
C  -2.50  -1.23  -1.91
C  0.44  4.18  4.77
C  4.69  -1.11  -2.77
F  3.26  5.95  -3.45
H  -5.92  -5.67  4.20
C  4.80  -0.69  -4.09
C  -3.37  -2.35  -1.95
H  3.76  -0.03  -5.89
H  -2.46  -0.56  -1.07
C  1.77  4.99  -1.84
H  -0.92  -1.68  -4.85
C  1.58  3.68  2.72
C  1.14  -0.50  0.63
C  -1.64  -1.85  -4.07
C  1.48  3.93  -0.98
H  1.94  1.89  -0.47
C  -0.52  2.54  3.26
C  -0.30  -0.90  2.52
H  0.77  -1.34  4.44
H  -4.06  -2.59  -1.16
F  -0.84  0.08  -2.95
C  -3.48  -3.07  -3.13
C  2.29  -0.94  -2.97
F  3.16  -0.87  3.67
C  -0.15  -0.59  1.19
C  3.43  -1.21  -2.21
C  -2.60  -2.84  -4.19
C  2.24  -0.61  1.48
F  0.30  4.89  5.92
C  -6.15  -4.51  2.41
H  2.22  5.20  4.16
C  -5.67  -3.41  1.66
F  -4.10  -1.63  1.51
C  -4.49  -4.13  4.10
C  -5.53  -4.85  3.60
C  -0.56  3.28  4.46
C  3.69  -0.34  -4.84
H  1.26  -0.31  -0.42
H  -4.06  -4.41  5.05
H  2.42  3.86  2.05
C  -4.00  -3.02  3.43
H  3.31  -1.61  -1.23
H  3.72  1.64  -2.20
C  0.82  -1.04  3.39
H  4.35  3.54  -3.55
H  -6.03  -3.05  0.71
H  -2.65  -3.44  -5.10
H  1.21  5.91  -1.77
H  -7.01  -5.09  2.08
C  2.07  -0.93  2.85
H  -4.25  -3.85  -3.18
H  0.72  2.19  1.50
F  6.01  -0.79  -4.67
H  3.27  -0.62  1.09
H  5.63  -1.23  -2.26
H  -1.30  -0.92  2.91
C  2.21  2.74  -1.09
C  0.57  2.75  2.40
C  2.41  -0.40  -4.23
C  1.52  4.41  3.89
C  -1.66  -1.01  -2.97
H  -3.16  -2.42  3.78
H  1.54  -0.14  -4.81
H  0.69  4.00  -0.25
H  -0.97  -0.28  0.57
H  1.31  -1.19  -2.59
C  3.59  3.73  -2.79
C  2.85  4.91  -2.66
H  -1.45  3.25  5.08



DFT (ωB97M-V/def2-TZVPD) results for the molecule C8H13N3O.

Summary:
SMILES string: C[C@H](C#N)[C@H](C#N)C[C@H](O)CN
Kohn-Sham gap in Ha: 0.374

Atoms and positions in Å:
N  -0.35  -2.22  -2.11
H  -0.11  -1.34  -2.60
H  -2.74  1.67  0.27
C  0.78  1.25  0.66
N  -1.12  4.20  1.43
C  0.66  -2.50  -1.02
H  0.44  -3.57  -0.65
H  1.72  -2.39  -1.45
H  -0.51  -1.47  0.62
C  0.57  -1.42  0.22
C  -0.98  2.99  1.44
H  1.49  1.16  1.58
H  0.49  0.31  -1.35
H  2.14  -0.03  -0.61
C  1.17  2.61  -0.09
H  -1.27  -2.01  -1.67
H  -1.59  0.74  -0.83
H  1.15  -2.85  1.41
C  1.01  0.01  -0.35
O  1.47  -1.93  1.27
C  -1.89  0.87  0.27
H  -0.77  0.96  2.32
C  -0.72  1.39  1.25
N  1.30  3.63  -0.75
H  -2.36  -0.06  0.75



DFT (ωB97M-V/def2-TZVPD) results for a cluster of 3 separate species, C18H24BrN2O8P in total.

Summary:
SMILES string: O=CCc1ccc2nc(P(O)Br)cnc2c1.CCOC(=O)OC.CCOC(=O)OC
Kohn-Sham gap in Ha: 0.256

Atoms and positions in Å:
H  -4.40  0.26  -5.85
H  -1.93  -3.00  -1.67
H  2.13  -1.47  6.06
H  2.07  0.01  -3.59
O  -3.31  -2.66  -3.80
H  -1.27  -1.56  -0.87
O  4.91  0.07  3.97
H  -2.93  -2.41  -6.33
C  -2.96  -1.33  -6.15
H  -2.46  -0.84  -6.99
C  -4.39  -0.82  -6.06
C  1.58  -1.33  3.60
H  -4.38  2.29  5.91
C  -0.24  -0.86  5.68
H  -0.51  -0.79  6.84
O  -2.22  -1.00  -4.97
O  -1.74  -1.28  -2.85
H  4.59  4.11  -0.28
C  0.38  -0.99  2.51
N  -2.78  -0.12  5.16
O  2.74  0.49  -1.67
H  -3.01  -1.62  -1.25
C  -2.49  -1.74  -3.87
H  5.91  4.65  -1.35
N  -2.15  -0.29  1.88
C  -3.80  0.19  4.10
C  3.95  -0.27  3.09
C  -1.17  -0.57  2.99
H  -4.35  0.36  1.76
P  -5.56  0.70  4.72
H  1.05  -0.52  -2.24
H  -4.94  -1.31  -5.24
H  3.54  -2.40  4.08
H  0.68  -1.02  1.36
H  3.59  0.45  2.23
C  5.09  3.94  -1.24
H  6.08  2.31  -2.28
C  1.68  0.30  -2.61
O  -5.30  1.90  5.99
H  1.07  1.20  -2.68
C  -1.45  -0.52  4.59
H  6.36  2.36  -0.54
Br  -6.70  1.74  3.03
C  3.67  1.38  -2.08
C  -2.01  -1.91  -1.60
C  -3.46  0.08  2.51
H  4.35  4.14  -2.02
H  3.14  -2.32  2.17
C  1.29  -1.27  5.24
O  4.56  1.56  -1.07
H  -4.93  -1.00  -6.99
C  5.60  2.51  -1.32
O  3.70  1.94  -3.17
C  3.14  -1.73  3.18



DFT (ωB97M-V/def2-TZVPD) results for a structure of composition C26H40N8O4SbTi.

Summary:
Kohn-Sham gap (alpha / beta) in Ha: 0.255 / 0.255
Net charge: +3

Atoms and positions in Å:
H  -2.89  4.81  2.00
C  -0.49  5.26  0.29
H  2.81  0.56  4.10
C  4.87  -0.09  -0.90
H  2.11  1.65  2.88
C  -4.73  2.07  -0.73
H  -3.60  4.01  3.40
O  -1.17  -2.44  5.80
H  4.10  0.19  -2.92
H  -1.42  5.69  -0.06
H  0.54  -0.91  5.29
H  0.02  3.02  -2.34
C  0.66  0.08  -4.54
C  -3.36  3.89  2.33
H  -0.42  2.14  2.88
N  0.32  -0.24  2.21
N  0.17  0.09  -1.90
H  2.84  -0.35  1.77
H  -2.92  4.92  -1.67
H  -2.32  2.96  -3.08
N  1.74  0.15  -3.69
H  -0.50  5.23  1.38
O  -2.25  -2.58  1.30
C  2.56  0.11  -1.46
C  3.16  -0.21  0.75
C  -1.20  2.87  3.08
C  1.45  0.15  -2.44
H  -2.66  -0.85  -3.19
C  -3.72  4.38  -1.17
H  -4.10  1.26  2.01
C  1.89  1.02  3.74
H  1.52  1.66  4.55
C  -1.48  -1.69  1.32
H  -4.66  4.65  -1.67
H  0.32  5.95  0.00
H  -2.57  0.50  2.45
H  -2.28  -3.36  3.14
C  0.87  -0.01  3.40
Sb  -1.79  2.44  0.08
H  -4.52  1.00  -0.72
C  -0.59  -1.30  2.42
C  1.05  3.26  0.24
C  -0.08  4.00  -1.85
H  1.93  3.85  -0.01
O  -2.22  -3.43  4.11
H  -5.59  2.23  -1.39
H  -2.21  -0.87  -1.53
H  0.81  4.58  -2.10
H  -3.11  1.40  -2.83
H  0.16  0.12  -6.49
H  -1.50  2.76  4.13
H  1.01  3.15  1.33
N  0.35  -0.86  4.29
C  -2.44  2.67  2.21
N  -0.60  -0.16  -4.14
H  1.22  2.28  -0.22
C  -0.82  -0.21  -2.85
C  -0.21  3.89  -0.33
C  4.50  -0.26  0.42
H  -3.46  1.45  3.64
H  5.91  -0.12  -1.19
H  -4.31  3.76  1.81
C  -3.22  2.47  -2.72
N  2.20  -0.01  -0.16
C  -3.18  1.39  2.58
Ti  0.10  0.25  0.11
C  -3.58  2.88  -1.31
H  5.23  -0.44  1.19
N  -2.05  -0.53  -2.45
H  -0.78  3.87  2.98
H  -5.02  2.40  0.27
C  -1.36  -2.58  4.63
H  -0.93  4.52  -2.30
C  -0.58  -1.68  3.71
C  3.88  0.09  -1.86
H  -4.04  2.79  -3.36
H  -3.81  4.73  -0.15
O  -1.31  -0.81  0.25
N  0.90  0.21  -5.82
H  1.85  0.34  -6.14



- Which formula does entry 3 have?
  C36H30F6